DFT (wB97M-V/def2-TZVPD) results for C3H6N2O in the gas phase.

Values from the calculation:
**Energy above the lowest of the compared OMol25 structures with the same formula, charge and spin**: 1.257 eV
**Orbital gap**: 9.81 eV
**HOMO energy**: -0.3497 Ha

The geometry in XYZ format:
```
12
Properties=species:S:1:pos:R:3:lowdin_charge:R:1
H -1.0982 -0.5625 -1.6212 0.043
N -0.2462 -1.0749 -1.3872 0.143
C 0.2440 -0.7011 -0.2658 -0.451
C 1.5038 -1.4012 0.1735 -0.181
O 2.0921 -1.1040 1.1876 0.059
N -0.1654 0.2613 0.6062 -0.018
C -1.0008 1.3645 0.1908 -0.091
H 1.8504 -2.1823 -0.5250 0.122
H 0.4656 0.3962 1.3842 0.120
H -0.7147 1.7122 -0.8115 0.087
H -0.8658 2.1903 0.8922 0.085
H -2.0648 1.1014 0.1762 0.082
```

***

DFT (wB97M-V/def2-TZVPD) results for 2 unconnected molecules or ions with the total composition C7H13NO in a non-equilibrium geometry.

Values from the calculation:
**Energy above the lowest of the compared OMol25 structures with the same formula, charge and spin**: 2.355 eV
**Orbital gap**: 8.85 eV
**HOMO energy**: -0.2962 Ha

The geometry in XYZ format:
```
22
Properties=species:S:1:pos:R:3:lowdin_charge:R:1
C -0.8357 -1.4703 -0.4856 -0.089
C -1.5421 -0.1703 -0.8784 -0.170
C -1.4909 0.8398 0.2969 -0.426
C -2.5818 0.6244 1.3170 -0.017
O -0.9311 1.9117 0.2097 0.061
H 0.2240 -1.2722 -0.3405 0.043
H -0.8914 -2.2068 -1.2842 0.075
H -1.2706 -1.9061 0.4118 0.070
H -2.5883 -0.3864 -1.0990 0.111
H -1.0741 0.2543 -1.7670 0.106
H -2.4354 1.2789 2.1729 0.085
H -2.6272 -0.4181 1.6213 0.074
H -3.5410 0.8757 0.8654 0.093
C 3.0980 -1.0566 0.8476 -0.126
C 2.3728 -0.0245 0.1231 -0.116
C 2.0222 0.8331 -0.6562 -0.189
N 1.5400 1.7394 -1.5247 0.057
H 2.4778 -1.9474 0.9587 0.067
H 4.0026 -1.3416 0.3091 0.075
H 3.3917 -0.6974 1.8358 0.069
H 0.5683 1.9688 -1.3310 0.055
H 2.1121 2.5717 -1.6027 0.093
```

***

DFT (wB97M-V/def2-TZVPD) results for a molecular structure, C25H52AsCaN5O2SSi2.

Values from the calculation:
**Orbital gap**: 5.15 eV
**Total charge**: -2
**HOMO energy**: -0.0295 Ha

The geometry in XYZ format:
```
89
Properties=species:S:1:pos:R:3:lowdin_charge:R:1
Ca 0.8066 -0.1234 -0.0546 1.171
C 4.1589 -4.0946 0.9383 -0.208
Si 3.2143 -2.6176 0.1996 0.322
C 4.5293 -1.3106 -0.1624 -0.182
C 2.6431 -3.2638 -1.4815 -0.196
N 1.8984 -1.9560 1.0285 -0.191
C 1.3989 -2.1936 2.2912 -0.352
C 2.0671 -2.9476 3.2666 -0.080
C 1.5455 -3.2042 4.5358 -0.167
C 0.3126 -2.6870 4.8790 -0.168
C -0.3737 -1.9106 3.9439 -0.087
C 0.1180 -1.6303 2.6620 -0.361
N -0.5646 -0.8552 1.7457 -0.219
Si -1.9966 -0.0033 1.9796 0.304
C -1.9314 1.3923 3.2569 -0.176
C -2.3664 0.8367 0.3240 -0.175
C -3.5349 -1.0173 2.4558 -0.188
H 4.8103 -4.5112 0.1625 0.013
H 3.4762 -4.8819 1.2682 0.019
H 4.7854 -3.8155 1.7888 0.012
H 5.3534 -1.7107 -0.7626 0.018
H 4.9395 -0.9172 0.7717 0.021
H 4.0919 -0.4738 -0.7141 0.007
H 3.4863 -3.5099 -2.1360 0.024
H 2.0320 -2.5061 -1.9793 -0.015
H 2.0419 -4.1693 -1.3512 0.010
H 3.0443 -3.3424 3.0228 0.058
H 2.1169 -3.7988 5.2418 0.072
H -0.1176 -2.8657 5.8592 0.071
H -1.3362 -1.4916 4.2208 0.065
H -1.1304 2.0907 2.9981 0.018
H -1.7209 1.0079 4.2579 0.015
H -2.8767 1.9452 3.2997 0.010
H -1.6515 1.6478 0.1460 0.003
H -3.3663 1.2773 0.2808 0.023
H -2.2863 0.1342 -0.5115 -0.002
H -3.4956 -1.3210 3.5046 0.008
H -3.6269 -1.9276 1.8584 0.002
H -4.4439 -0.4227 2.3145 0.014
C -3.9318 4.1334 1.1449 -0.076
N -3.9224 4.9053 -0.0904 -0.159
C -5.2428 5.3678 -0.4615 -0.095
C -3.1617 4.4182 -1.1699 -0.526
O -3.6587 4.2809 -2.2842 0.033
N -1.8655 4.1359 -0.9031 -0.131
C -1.1081 4.7206 0.1943 -0.070
C -1.0915 3.4720 -1.9403 -0.058
H -4.7012 3.3503 1.1119 0.089
H -4.1464 4.7896 1.9918 0.087
H -2.9776 3.6488 1.3198 0.054
H -5.6572 5.9381 0.3728 0.078
H -5.9242 4.5393 -0.6947 0.086
H -5.1809 6.0058 -1.3393 0.081
H -1.6780 5.5225 0.6568 0.087
H -0.1720 5.1313 -0.1864 0.067
H -0.8461 3.9767 0.9486 0.057
H -1.6367 2.6205 -2.3444 0.087
H -0.1625 3.1127 -1.5001 0.070
H -0.8618 4.1532 -2.7653 0.092
C -0.8680 -3.9702 0.2359 -0.312
As -1.0742 -2.6184 -1.1567 1.089
C -3.0430 -2.6058 -1.2072 -0.334
C -0.8721 -3.8039 -2.7170 -0.342
H -1.4525 -4.8650 0.0097 0.016
H -1.1817 -3.5323 1.1835 0.013
H 0.1901 -4.2131 0.3304 0.008
H -3.4374 -3.6242 -1.2013 0.015
H -3.3715 -2.0962 -2.1145 0.016
H -3.4305 -2.0613 -0.3475 -0.013
H -1.4926 -4.6958 -2.6041 0.011
H 0.1727 -4.0942 -2.8167 -0.005
H -1.1662 -3.2657 -3.6189 0.007
C 3.1482 -0.0210 -3.6497 -0.059
C 1.6402 0.2082 -3.4521 -0.793
C 1.2947 1.6238 -3.9406 -0.062
C 0.8662 -0.8094 -4.3092 -0.063
O 1.3040 0.0618 -2.1303 -0.470
H 3.4465 0.0771 -4.6999 0.067
H 3.4195 -1.0187 -3.2986 0.060
H 3.7060 0.7082 -3.0576 0.076
H 1.5964 1.7908 -4.9807 0.068
H 1.7970 2.3562 -3.3048 0.079
H 0.2170 1.7858 -3.8627 0.061
H 1.0856 -0.7078 -5.3784 0.068
H -0.2067 -0.6657 -4.1557 0.071
H 1.1202 -1.8245 -3.9951 0.056
S 2.3615 4.6342 1.4764 0.367
C 1.7181 3.1815 1.0470 -1.018
N 1.2555 2.1618 0.7152 -0.046
```

***

DFT (wB97M-V/def2-TZVPD) results for a molecular structure, C13H41BN3O7PSi2.

Values from the calculation:
**Orbital gap**: 9.01 eV
**HOMO energy**: -0.3149 Ha

The geometry in XYZ format:
```
68
Properties=species:S:1:pos:R:3:lowdin_charge:R:1
C -0.5739 7.0026 -4.3887 -0.372
P -1.1150 5.6878 -3.2418 0.658
O -1.8001 4.5934 -4.2809 -0.399
Si 0.8694 4.7425 -2.7680 0.325
O 0.5811 3.2808 -2.0851 -0.528
Si 1.8059 2.3777 -1.3958 0.592
B 0.9829 1.1816 0.0156 -0.683
N -0.1088 0.3058 -0.2338 0.153
O 1.5387 1.2548 1.2772 0.057
H -1.4837 7.4602 -4.7839 0.028
H 0.0244 6.6449 -5.2314 0.030
H -0.0189 7.7749 -3.8511 0.033
H -1.1624 4.1684 -4.8552 0.030
H 1.7087 4.5513 -3.9860 -0.034
H 1.5668 5.6582 -1.8368 -0.046
H 2.5216 1.6610 -2.4804 -0.032
H 2.7614 3.3249 -0.7707 -0.028
H -0.8934 0.3346 0.4058 0.085
H -0.4331 0.2843 -1.1906 0.059
H 0.8851 1.3782 1.9763 0.054
C 0.4378 -5.2800 -6.6637 -0.118
O -0.5984 -4.5762 -6.0127 -0.194
C -1.0417 -5.1579 -4.7941 -0.219
C -0.6734 -4.2964 -3.6089 -0.221
N 0.7638 -4.2889 -3.3875 -0.050
C 1.2283 -3.3287 -2.3932 -0.195
C 1.0104 -1.8460 -2.6606 -0.235
O 1.7671 -1.3265 -3.7367 -0.183
C 1.2055 -1.4893 -5.0231 -0.099
H 0.5725 -4.8207 -7.6411 0.088
H 1.3869 -5.2277 -6.1180 0.080
H 0.1762 -6.3332 -6.8043 0.087
H -0.6301 -6.1655 -4.6787 0.122
H -2.1310 -5.2387 -4.8447 0.121
H -1.1650 -4.6976 -2.7169 0.124
H -1.0849 -3.2929 -3.7919 0.107
H 1.2305 -4.1045 -4.2662 0.072
H 2.3027 -3.4815 -2.2669 0.122
H 0.7583 -3.5730 -1.4346 0.120
H 1.3493 -1.3097 -1.7743 0.100
H -0.0531 -1.6043 -2.7974 0.108
H 0.1123 -1.4535 -4.9922 0.089
H 1.5123 -2.4268 -5.4967 0.073
H 1.5653 -0.6676 -5.6419 0.088
C 0.9852 2.0245 4.3530 -0.113
O -0.1284 1.1816 4.1098 -0.207
C 0.1437 -0.2132 4.2523 -0.211
C -0.5725 -0.7885 5.4505 -0.218
N -0.0121 -0.2832 6.6933 -0.050
C -0.7616 -0.6326 7.8943 -0.201
C -2.1860 -0.1127 8.0345 -0.230
O -2.2816 1.2880 8.1977 -0.177
C -2.2954 2.0484 7.0070 -0.102
H 0.6952 3.0331 4.0627 0.097
H 1.2945 2.0427 5.4028 0.086
H 1.8409 1.7161 3.7472 0.082
H 1.2215 -0.3842 4.3244 0.130
H -0.2189 -0.7151 3.3509 0.120
H -0.4627 -1.8772 5.4313 0.126
H -1.6425 -0.5606 5.3374 0.108
H 0.0648 0.7240 6.6353 0.073
H -0.1932 -0.2668 8.7526 0.120
H -0.7879 -1.7246 7.9743 0.118
H -2.6000 -0.5464 8.9481 0.121
H -2.8297 -0.4398 7.2076 0.111
H -2.7864 1.5090 6.1916 0.088
H -1.2899 2.3355 6.6840 0.073
H -2.8553 2.9610 7.2091 0.088
```

***

DFT (wB97M-V/def2-TZVPD) results for C7H9N3O2 in the gas phase in a non-equilibrium geometry.

Values from the calculation:
**Energy above the lowest of the compared OMol25 structures with the same formula, charge and spin**: 5.869 eV
**Orbital gap**: 9.55 eV
**HOMO energy**: -0.3369 Ha

The geometry in XYZ format:
```
21
Properties=species:S:1:pos:R:3:lowdin_charge:R:1
C 2.4579 -0.0710 -2.0213 -0.202
C 1.3129 -0.7736 -0.4667 -0.321
C -1.1396 1.2889 0.3471 -0.395
C -1.3398 -0.0717 -0.2529 0.102
C 0.4191 -0.7694 0.6407 -0.320
C -2.0788 2.4459 0.2270 -0.036
C 0.3149 -2.0521 1.2892 -0.017
N 2.3804 -1.3328 -2.2008 0.054
N 1.6100 -1.8137 -1.2128 0.111
N -0.1598 1.3967 1.1013 0.065
O 1.8710 0.3561 -0.9248 0.147
O 0.4996 0.3264 1.4667 -0.034
H 3.1608 0.5279 -2.5440 0.128
H -2.2526 -0.4828 0.1409 0.087
H -1.1327 -0.0128 -1.2831 0.075
H -3.0486 2.0654 -0.1347 0.077
H -1.8123 3.4090 -0.2847 0.094
H -2.2509 2.7300 1.2926 0.088
H 1.0561 -1.9658 2.1380 0.124
H 0.5941 -2.9498 0.7130 0.102
H -0.4617 -2.2507 1.9694 0.072
```

***

DFT (wB97M-V/def2-TZVPD) results for C2H3FOS in the gas phase in a non-equilibrium geometry.

Values from the calculation:
**Energy above the lowest of the compared OMol25 structures with the same formula, charge and spin**: 0.824 eV
**Orbital gap**: 9.19 eV
**HOMO energy**: -0.3360 Ha

The geometry in XYZ format:
```
8
Properties=species:S:1:pos:R:3:lowdin_charge:R:1
O -1.4681 -0.3605 0.2788 0.028
C -0.2228 -0.7434 0.3114 -0.877
S 0.3189 -2.1149 1.0173 0.718
C 0.6948 0.4441 -0.1328 -0.110
F -0.0767 1.0928 -1.1534 -0.101
H -1.6623 0.3761 -0.3110 0.117
H 1.5892 0.1186 -0.6285 0.110
H 0.8271 1.1871 0.6182 0.115
```